## w
C9H14 | the ωB97M-V functional and the def2-TZVPD basis

Positions of all 23 atoms, in Å:
C -1.968 1.652 -1.092
C -2.108 0.726 -0.347
C -2.268 -0.423 0.520
C -0.920 -0.790 1.171
C 0.175 -0.651 0.149
C 0.079 -1.635 -0.986
C 1.134 0.275 0.174
C 2.154 0.351 -0.931
C 1.332 1.302 1.252
H -1.852 2.472 -1.735
H -3.019 -0.205 1.283
H -2.630 -1.259 -0.086
H -0.743 -0.152 2.034
H -0.966 -1.824 1.525
H -0.569 -2.467 -0.721
H 1.056 -2.036 -1.248
H -0.330 -1.153 -1.875
H 2.856 1.161 -0.754
H 1.666 0.519 -1.891
H 2.720 -0.578 -1.008
H 1.489 2.281 0.803
H 2.223 1.055 1.833
H 0.490 1.378 1.932

Output
HOMO level: -8.45 eV
Net charge: 0
Kohn-Sham gap: 9.5 eV

## x
C9H14 | the ωB97M-V functional and the def2-TZVPD basis

Positions of all 23 atoms, in Å:
C -3.283 -0.566 0.356
C -1.890 0.039 0.249
C -1.563 1.261 0.911
C -0.751 2.202 0.360
C -0.107 1.852 -0.956
C -0.132 0.590 -1.375
C -1.065 -0.355 -0.808
H -3.349 -0.951 -0.704
H -4.128 0.109 0.368
H -3.013 -1.285 1.209
H -1.776 1.545 2.033
H -0.417 3.175 0.791
H 0.591 2.755 -1.316
H 0.574 0.206 -2.112
H -1.090 -1.332 -1.044
C 3.258 -1.575 -0.101
C 2.140 -0.747 0.708
H 3.360 -0.848 -1.061
H 4.130 -1.745 0.546
H 2.694 -2.514 -0.565
H 2.620 0.254 0.914
H 1.867 -1.167 1.648
H 1.329 -0.903 -0.051

Output
HOMO level: -8.63 eV
Net charge: 0
Kohn-Sham gap: 9.6 eV

## y
C9H14 | the ωB97M-V functional and the def2-TZVPD basis

Positions of all 23 atoms, in Å:
C -0.615 1.360 -1.403
C -0.351 1.396 0.059
C 0.321 2.423 0.657
C 0.757 2.525 1.993
C 0.242 1.503 2.794
C -0.419 0.373 2.286
C -0.648 0.279 0.829
H -1.796 1.193 -1.595
H 0.004 0.592 -1.894
H -0.527 2.275 -1.987
H 0.369 3.194 0.040
H 1.204 3.435 2.506
H 0.192 1.722 3.861
H -0.611 -0.580 2.871
H -1.257 -0.534 0.368
C 0.473 -2.664 -0.687
C 0.376 -2.518 -2.207
H -0.335 -3.416 -0.349
H 1.417 -3.166 -0.220
H 0.313 -1.698 -0.128
H 0.726 -1.576 -2.627
H -0.654 -2.670 -2.477
H 0.819 -3.449 -2.690

Output
HOMO level: -9.00 eV
Net charge: 0
Kohn-Sham gap: 10.0 eV

## z
C9H14 | the ωB97M-V functional and the def2-TZVPD basis

Positions of all 23 atoms, in Å:
C 2.380 0.086 -1.081
C 1.277 0.999 -0.611
C 1.100 2.282 -1.155
C 0.050 3.063 -0.695
C -0.755 2.706 0.371
C -0.571 1.447 0.958
C 0.416 0.646 0.421
H 3.332 0.602 -1.000
H 2.297 -0.047 -2.164
H 2.340 -0.864 -0.563
H 1.871 2.649 -1.827
H -0.025 4.065 -1.097
H -1.424 3.425 0.818
H -1.102 1.205 1.871
H 0.576 -0.346 0.822
C -1.027 -3.361 0.420
C -1.884 -2.110 0.764
H -1.047 -4.041 1.273
H -1.402 -3.904 -0.434
H 0.015 -3.047 0.325
H -2.838 -2.193 0.227
H -2.146 -2.109 1.824
H -1.432 -1.153 0.534

Output
HOMO level: -9.01 eV
Net charge: 0
Kohn-Sham gap: 10.0 eV

Each structure's energy above the most stable one, in kJ/mol: w 180.0; x 300.5; y 141.1; z 0.0.

## w
C9H14 | the ωB97M-V functional and the def2-TZVPD basis

Positions of all 23 atoms, in Å:
C -1.386 -2.394 -0.807
C -0.675 -1.495 0.232
C 0.598 -2.043 0.492
C 1.460 -1.220 1.355
C 1.087 0.061 1.731
C -0.172 0.592 1.434
C -1.098 -0.226 0.690
H -0.719 -3.081 -1.296
H -1.964 -1.909 -1.618
H -2.094 -3.070 -0.183
H 0.948 -3.020 0.080
H 2.457 -1.699 1.478
H 1.816 0.559 2.249
H -0.502 1.598 1.620
H -2.020 0.371 0.528
C 0.957 2.804 -1.800
C -0.606 2.859 -1.983
H 1.224 3.797 -1.294
H 1.281 2.023 -1.201
H 1.504 2.534 -2.677
H -1.171 3.419 -2.683
H -0.924 1.823 -2.146
H -0.831 3.028 -0.924

Output
HOMO level: -9.10 eV
Net charge: 0
Kohn-Sham gap: 10.1 eV

## x
C9H14 | the ωB97M-V functional and the def2-TZVPD basis

Positions of all 23 atoms, in Å:
C -1.259 1.632 -1.214
C -1.201 0.145 -1.001
C -2.269 -0.543 -0.433
C -2.180 -1.899 -0.126
C -1.078 -2.624 -0.561
C -0.034 -1.977 -1.199
C -0.132 -0.616 -1.473
H -0.445 2.074 -1.775
H -1.349 2.156 -0.259
H -2.203 1.833 -1.735
H -3.136 0.030 -0.115
H -2.998 -2.285 0.466
H -1.115 -3.686 -0.448
H 0.891 -2.497 -1.397
H 0.557 -0.159 -2.177
C 1.837 1.464 2.134
C 2.690 0.612 1.195
H 0.873 1.720 1.755
H 1.588 0.992 3.088
H 2.278 2.435 2.379
H 3.716 0.967 1.130
H 2.297 0.631 0.179
H 2.670 -0.405 1.585

Output
HOMO level: -8.98 eV
Net charge: 0
Kohn-Sham gap: 10.0 eV

Each structure's energy above the most stable one, in kJ/mol: w 130.1; x 0.0.

## w
C9H14 | the ωB97M-V functional and the def2-TZVPD basis

Positions of all 23 atoms, in Å:
C 0.313 -0.607 -3.192
C -0.351 -0.242 -1.882
C -1.449 -0.972 -1.333
C -2.243 -0.320 -0.377
C -1.945 0.962 0.224
C -0.793 1.557 -0.304
C 0.047 0.863 -1.206
H 0.533 -1.705 -3.196
H 1.187 -0.013 -3.441
H -0.377 -0.361 -4.224
H -1.905 -1.768 -1.922
H -3.102 -0.940 0.101
H -2.629 1.315 1.010
H -0.501 2.636 -0.283
H 1.043 1.366 -1.490
C 1.253 -0.774 2.222
C 1.869 0.316 3.242
H 1.043 -0.312 1.241
H 1.848 -1.674 2.099
H 0.245 -1.060 2.567
H 2.882 0.636 2.943
H 1.794 -0.137 4.158
H 1.238 1.233 3.044

Output
HOMO level: -9.00 eV
Net charge: 0
Kohn-Sham gap: 10.0 eV

## x
C9H14 | the ωB97M-V functional and the def2-TZVPD basis

Positions of all 23 atoms, in Å:
C 1.235 -0.901 1.859
C 0.514 0.295 1.270
C 1.341 1.215 0.625
C 0.783 2.393 0.149
C -0.629 2.570 0.223
C -1.397 1.756 1.002
C -0.815 0.564 1.543
H 1.419 -0.966 2.927
H 2.166 -0.998 1.273
H 0.697 -1.817 1.572
H 2.377 1.217 0.925
H 1.274 3.241 -0.253
H -1.076 3.342 -0.396
H -2.448 1.872 1.297
H -1.324 -0.113 2.237
C -0.028 -1.170 -1.928
C -1.047 -2.327 -2.042
H -0.145 -0.712 -0.940
H 1.034 -1.321 -2.139
H -0.193 -0.315 -2.594
H -1.919 -2.203 -1.441
H -0.521 -3.282 -2.032
H -1.296 -2.339 -3.138

Output
HOMO level: -9.00 eV
Net charge: 0
Kohn-Sham gap: 10.0 eV

## y
C9H14 | the ωB97M-V functional and the def2-TZVPD basis

Positions of all 23 atoms, in Å:
C -1.061 -0.904 3.152
C -0.538 -0.071 2.458
C -0.051 1.014 1.687
C 0.755 0.928 0.591
C 0.710 -0.077 -0.470
C 0.400 -1.500 -0.025
C 1.992 -0.058 -1.300
C -0.603 0.443 -1.515
C -1.869 0.685 -0.783
H -1.543 -1.663 3.701
H 0.043 1.920 2.281
H 1.243 1.851 0.296
H 1.158 -1.853 0.675
H 0.394 -2.165 -0.888
H -0.563 -1.572 0.471
H 2.242 0.953 -1.620
H 1.876 -0.678 -2.189
H 2.829 -0.453 -0.723
H -0.225 1.344 -1.996
H -0.668 -0.384 -2.220
H -1.603 1.099 0.273
H -2.523 1.375 -1.313
H -2.395 -0.235 -0.543

Output
HOMO level: -8.67 eV
Net charge: 0
Kohn-Sham gap: 9.5 eV

Each structure's energy above the most stable one, in kJ/mol: w 59.3; x 0.0; y 183.1.

## w
C9H14 | the ωB97M-V functional and the def2-TZVPD basis

Positions of all 23 atoms, in Å:
C 1.855 2.170 2.072
C 0.569 1.576 1.574
C 0.320 0.217 1.685
C -0.877 -0.318 1.208
C -1.824 0.508 0.634
C -1.526 1.844 0.396
C -0.345 2.375 0.890
H 2.010 3.180 1.699
H 2.731 1.584 1.758
H 1.919 2.220 3.162
H 1.063 -0.496 2.028
H -1.046 -1.384 1.263
H -2.818 0.143 0.400
H -2.227 2.434 -0.188
H -0.188 3.443 0.810
C -0.294 -2.106 -1.848
C 0.411 -2.781 -3.017
H -1.378 -2.086 -1.985
H -0.185 -2.600 -0.878
H 0.035 -1.075 -1.692
H 1.413 -2.369 -3.151
H -0.109 -2.626 -3.963
H 0.489 -3.852 -2.858

Output
HOMO level: -9.03 eV
Net charge: 0
Kohn-Sham gap: 10.0 eV

## x
C9H14 | the ωB97M-V functional and the def2-TZVPD basis

Positions of all 23 atoms, in Å:
C -1.224 -2.230 1.031
C -0.583 -1.528 -0.117
C 0.679 -1.908 -0.601
C 1.310 -1.120 -1.583
C 0.858 0.138 -1.940
C -0.357 0.589 -1.386
C -1.017 -0.265 -0.534
H -2.133 -1.782 1.437
H -0.533 -2.139 1.877
H -1.424 -3.285 0.838
H 1.042 -2.920 -0.486
H 2.177 -1.504 -2.098
H 1.434 0.726 -2.631
H -0.802 1.524 -1.690
H -2.062 0.008 -0.368
C -0.230 3.171 2.198
C 0.625 2.057 1.556
H -0.146 4.071 1.592
H -1.281 2.902 2.053
H -0.036 3.302 3.259
H 0.134 1.138 1.276
H 1.131 2.598 0.743
H 1.539 1.786 2.090

Output
HOMO level: -9.03 eV
Net charge: 0
Kohn-Sham gap: 10.1 eV

## y
C9H14 | the ωB97M-V functional and the def2-TZVPD basis

Positions of all 23 atoms, in Å:
C 1.971 -0.061 -1.773
C 0.568 -0.504 -1.477
C -0.476 0.428 -1.511
C -1.725 0.096 -1.040
C -1.974 -1.177 -0.531
C -0.951 -2.112 -0.540
C 0.313 -1.784 -1.003
H 2.693 -0.876 -1.694
H 2.312 0.727 -1.104
H 2.091 0.282 -2.808
H -0.236 1.396 -1.941
H -2.543 0.808 -1.007
H -2.941 -1.424 -0.122
H -1.153 -3.094 -0.143
H 1.092 -2.526 -0.941
C 0.777 0.900 1.959
C -0.510 1.582 2.446
H 0.696 -0.141 2.287
H 0.844 0.954 0.877
H 1.683 1.273 2.431
H -1.358 0.989 2.106
H -0.559 1.687 3.527
H -0.617 2.577 2.003

Output
HOMO level: -9.05 eV
Net charge: 0
Kohn-Sham gap: 10.1 eV

## z
C9H14 | the ωB97M-V functional and the def2-TZVPD basis

Positions of all 23 atoms, in Å:
C -0.216 -1.736 1.861
C -0.758 -0.525 1.122
C -1.588 -0.642 0.018
C -2.086 0.529 -0.579
C -1.855 1.747 -0.001
C -1.145 1.852 1.221
C -0.580 0.711 1.755
H 0.853 -1.743 1.651
H -0.694 -2.655 1.513
H -0.516 -1.738 2.908
H -1.758 -1.600 -0.453
H -2.553 0.378 -1.547
H -2.318 2.654 -0.371
H -1.275 2.801 1.720
H -0.041 0.780 2.692
C 1.971 -0.571 -2.248
C 2.152 0.458 -1.162
H 1.452 -1.500 -1.953
H 1.363 -0.324 -3.119
H 2.916 -0.981 -2.610
H 3.151 0.301 -0.748
H 1.570 0.312 -0.248
H 1.955 1.491 -1.420

Output
HOMO level: -9.05 eV
Net charge: 0
Kohn-Sham gap: 10.1 eV

Each structure's energy above the most stable one, in kJ/mol: w 11.5; x 72.4; y 0.0; z 53.3.

## w
C9H14 | the ωB97M-V functional and the def2-TZVPD basis

Positions of all 23 atoms, in Å:
C -0.792 -2.601 -0.082
C 0.076 -1.533 -0.647
C -0.176 -1.109 -1.957
C 0.249 0.161 -2.305
C 0.874 1.020 -1.413
C 1.371 0.482 -0.240
C 1.011 -0.816 0.091
H -1.409 -3.102 -0.820
H -1.394 -2.161 0.719
H -0.428 -3.434 0.540
H -0.623 -1.834 -2.622
H 0.058 0.521 -3.311
H 1.086 2.039 -1.706
H 1.966 1.023 0.482
H 1.326 -1.274 1.020
C -0.176 1.765 2.410
C -1.679 2.013 2.575
H 0.427 1.892 3.315
H 0.022 0.761 2.051
H 0.297 2.475 1.732
H -2.218 1.085 2.440
H -1.997 2.719 1.838
H -1.940 2.471 3.528

Output
HOMO level: -8.86 eV
Net charge: 0
Kohn-Sham gap: 9.8 eV

## x
C9H14 | the ωB97M-V functional and the def2-TZVPD basis

Positions of all 23 atoms, in Å:
C 1.845 2.036 1.102
C 0.610 1.232 1.425
C 0.377 0.031 0.754
C -0.835 -0.627 0.889
C -1.809 -0.102 1.728
C -1.530 0.995 2.512
C -0.343 1.703 2.311
H 1.665 3.095 1.269
H 2.143 1.988 0.055
H 2.701 1.691 1.673
H 1.161 -0.403 0.153
H -1.065 -1.453 0.229
H -2.756 -0.598 1.869
H -2.190 1.397 3.273
H -0.205 2.627 2.856
C -0.125 -0.983 -2.957
C 0.147 -2.431 -2.607
H -0.940 -0.815 -3.656
H -0.374 -0.393 -2.079
H 0.785 -0.500 -3.324
H 0.783 -2.519 -1.719
H 0.701 -2.950 -3.379
H -0.745 -3.020 -2.375

Output
HOMO level: -9.07 eV
Net charge: 0
Kohn-Sham gap: 10.1 eV

Each structure's energy above the most stable one, in kJ/mol: w 62.0; x 0.0.

## w
C9H14 | the ωB97M-V functional and the def2-TZVPD basis

Positions of all 23 atoms, in Å:
C -1.544 -2.179 0.089
C -1.584 -0.662 0.240
C -2.070 0.135 -0.803
C -2.200 1.502 -0.639
C -1.934 1.997 0.641
C -1.652 1.201 1.723
C -1.260 -0.133 1.482
H -2.269 -2.367 -0.687
H -1.938 -2.741 0.931
H -0.588 -2.568 -0.249
H -2.028 -0.339 -1.779
H -2.543 2.180 -1.404
H -2.086 3.049 0.823
H -1.595 1.621 2.721
H -0.631 -0.646 2.190
C 2.871 0.458 -0.182
C 3.568 -0.504 -1.174
H 2.532 1.414 -0.586
H 2.103 -0.026 0.417
H 3.629 0.786 0.525
H 3.518 -0.135 -2.200
H 4.622 -0.565 -0.922
H 3.082 -1.477 -1.157

Output
HOMO level: -8.93 eV
Net charge: 0
Kohn-Sham gap: 9.9 eV

## x
C9H14 | the ωB97M-V functional and the def2-TZVPD basis

Positions of all 23 atoms, in Å:
C -2.163 0.740 -1.726
C -0.725 1.196 -1.617
C -0.181 2.076 -2.531
C 1.238 2.299 -2.509
C 2.049 1.699 -1.633
C 1.543 0.680 -0.855
C 0.130 0.380 -0.878
H -2.121 -0.361 -2.199
H -2.748 1.447 -2.358
H -2.464 0.468 -0.742
H -0.898 2.532 -3.229
H 1.582 2.951 -3.338
H 3.088 1.951 -1.411
H 2.117 -0.056 -0.392
H -0.319 -0.486 -0.331
C -0.498 -1.616 2.999
C 0.345 -2.832 3.364
H 0.057 -0.555 3.186
H -0.791 -1.736 1.951
H -1.184 -1.374 3.859
H -0.055 -3.846 3.172
H 0.671 -2.791 4.404
H 1.325 -2.768 2.812

Output
HOMO level: -9.03 eV
Net charge: 0
Kohn-Sham gap: 10.0 eV

Each structure's energy above the most stable one, in kJ/mol: w 0.0; x 88.2.

## w
C9H14 | the ωB97M-V functional and the def2-TZVPD basis

Positions of all 23 atoms, in Å:
C 1.050 1.547 0.306
C -0.416 1.256 0.520
C -1.308 1.443 -0.532
C -2.667 1.180 -0.377
C -3.147 0.819 0.881
C -2.264 0.569 1.913
C -0.894 0.743 1.719
H 1.189 2.087 -0.638
H 1.589 0.620 0.114
H 1.494 2.155 1.087
H -0.975 1.737 -1.522
H -3.309 1.174 -1.247
H -4.224 0.797 0.990
H -2.645 0.300 2.888
H -0.255 0.660 2.591
C 1.503 -1.776 -0.758
C 2.698 -2.450 -1.440
H 0.952 -1.122 -1.432
H 0.780 -2.553 -0.489
H 1.823 -1.325 0.173
H 3.068 -3.244 -0.788
H 2.447 -2.877 -2.408
H 3.514 -1.738 -1.552

Output
HOMO level: -9.03 eV
Net charge: 0
Kohn-Sham gap: 10.1 eV

## x
C9H14 | the ωB97M-V functional and the def2-TZVPD basis

Positions of all 23 atoms, in Å:
C 1.073 1.072 -1.424
C 1.267 -0.347 -0.977
C 2.025 -0.646 0.147
C 2.175 -1.949 0.602
C 1.461 -2.954 -0.034
C 0.602 -2.660 -1.096
C 0.476 -1.357 -1.542
H 0.065 1.466 -1.542
H 1.581 1.307 -2.359
H 1.560 1.707 -0.686
H 2.523 0.188 0.625
H 2.638 -2.188 1.551
H 1.593 -3.992 0.250
H -0.063 -3.465 -1.378
H -0.220 -1.101 -2.330
C -1.996 1.287 1.657
C -2.677 2.419 0.924
H -1.045 1.558 2.123
H -2.689 0.835 2.375
H -1.769 0.454 0.983
H -2.687 3.309 1.545
H -3.712 2.301 0.575
H -2.180 2.758 0.010

Output
HOMO level: -9.03 eV
Net charge: 0
Kohn-Sham gap: 10.0 eV

## y
C9H14 | the ωB97M-V functional and the def2-TZVPD basis

Positions of all 23 atoms, in Å:
C -0.166 -0.301 2.198
C 0.546 0.204 0.993
C 1.100 -0.764 0.032
C 1.966 -0.349 -1.005
C 1.989 1.064 -1.276
C 1.613 2.057 -0.355
C 0.869 1.588 0.780
H -1.061 0.243 2.376
H 0.247 0.286 3.030
H -0.412 -1.377 2.358
H 0.777 -1.775 0.346
H 2.523 -0.911 -1.715
H 2.287 1.635 -2.060
H 1.993 3.008 -0.641
H 0.576 2.382 1.406
C -3.297 -1.817 -0.155
C -2.743 -0.950 -1.301
H -2.655 -2.574 -0.031
H -3.386 -1.242 0.746
H -4.455 -2.097 -0.427
H -2.964 -1.276 -2.322
H -1.591 -0.788 -1.354
H -3.141 0.101 -1.173

Output
HOMO level: -8.55 eV
Net charge: 0
Kohn-Sham gap: 9.5 eV

## z
C9H14 | the ωB97M-V functional and the def2-TZVPD basis

Positions of all 23 atoms, in Å:
C -0.783 1.216 -1.167
C 0.618 0.932 -0.718
C 1.472 1.974 -0.324
C 2.725 1.764 0.212
C 3.169 0.493 0.565
C 2.363 -0.533 0.104
C 1.103 -0.388 -0.461
H -0.889 0.828 -2.193
H -0.889 2.291 -1.269
H -1.541 0.935 -0.445
H 0.855 2.903 -0.442
H 3.328 2.622 0.462
H 4.130 0.346 1.028
H 2.613 -1.582 0.368
H 0.374 -1.128 -0.775
C -2.687 -1.032 0.282
C -1.886 -2.106 1.089
H -2.812 -0.113 0.834
H -2.415 -0.933 -0.779
H -3.709 -1.400 0.109
H -1.061 -1.587 1.543
H -1.450 -2.838 0.349
H -2.628 -2.663 1.627

Output
HOMO level: -9.02 eV
Net charge: 0
Kohn-Sham gap: 10.0 eV

Each structure's energy above the most stable one, in kJ/mol: w 0.0; x 9.7; y 230.6; z 87.8.